C3H5NO2 in the gas phase. Source: OMol25; level of theory: ωB97M-V with the def2-TZVPD basis set.

Geometry as XYZ:
```
11
Properties=species:S:1:pos:R:3:forces:R:3
N 2.1763 1.1933 0.3457 -0.57 0.09 0.06
C 1.1128 0.5406 0.2354 0.00 0.22 0.07
O -0.0748 1.1887 0.4658 0.21 -0.09 -0.04
C -1.1875 0.3234 0.3141 -0.12 -0.25 -0.06
C -0.5606 -1.0341 -0.0518 -0.17 0.05 0.05
O 0.8512 -0.7716 -0.0875 0.21 0.37 0.09
H 3.1306 0.8823 0.2215 -0.65 -0.76 -0.17
H -1.8535 0.6972 -0.4742 0.26 0.01 0.15
H -1.7584 0.2779 1.2504 0.23 0.07 -0.16
H -0.7860 -1.8036 0.6977 0.28 0.18 -0.15
H -0.9072 -1.3950 -1.0282 0.32 0.10 0.17
```
Forces are in eV/Å.

## Properties
ΔE to the lowest compared entry with this formula, charge and spin = 132.15 kJ/mol
orbital gap = 10.742 eV
net charge = 0
highest occupied orbital energy = -9.916 eV